C12H23B2F4GeN4O4RuS3Sb | ωB97M-V/def2-TZVPD

The geometry in XYZ format:
```
55
Properties=species:S:1:pos:R:3:forces:R:3
Ru -1.2462 0.1644 0.0078 -0.18 -0.28 -1.54
C 0.4183 2.1981 2.3419 0.15 -0.21 -0.28
C -0.7633 1.3697 1.9510 0.85 -0.12 0.84
N -0.8644 0.0552 2.0869 -0.03 -0.20 -0.06
O 0.3201 -0.5684 2.5154 -0.52 1.34 0.61
B 0.8475 -1.6244 1.8618 0.30 -0.41 -0.26
F 1.9388 -2.1404 2.4184 0.15 0.01 0.17
F 1.4768 0.3636 0.1629 -0.14 -0.14 0.85
O 0.4370 -2.2529 0.7446 -0.48 -0.59 -0.59
N -0.5646 -1.7298 -0.0828 0.32 0.60 -0.05
C -1.4144 -2.6187 -0.6163 -0.23 -0.46 -0.18
C -1.2595 -4.0904 -0.3993 0.11 0.11 0.03
C -2.4596 -2.0545 -1.3812 -0.02 -0.19 -0.06
N -2.6851 -0.7653 -1.1310 0.25 0.61 0.25
O -3.4248 -0.0154 -2.0194 0.48 -0.21 -0.28
B -4.8076 0.3726 -1.6639 0.28 0.13 0.27
F -5.6949 -0.6298 -1.8781 -0.56 -0.64 0.21
F -5.0735 1.4817 -2.4503 0.01 0.29 -0.20
O -3.6663 2.1507 0.0217 0.35 0.53 0.30
N -2.4163 1.7688 0.4976 -0.38 -0.18 1.27
C -2.0761 2.0326 1.7117 -0.94 0.10 -1.11
C -2.8907 2.7520 2.7163 -0.03 0.06 -0.03
C -3.2622 -2.7931 -2.4044 -0.04 0.14 0.17
H 1.2839 1.5588 2.4949 -0.01 0.10 0.01
H 0.2002 2.7386 3.2636 -0.08 0.01 0.05
H 0.6376 2.9294 1.5637 -0.06 0.02 -0.03
H -0.6400 -4.2629 0.4787 -0.08 -0.08 -0.06
H -0.7692 -4.5652 -1.2498 0.01 -0.07 -0.05
H -2.2321 -4.5545 -0.2491 0.01 -0.05 -0.05
H -3.0843 3.7771 2.3986 0.04 0.01 -0.05
H -2.4056 2.7467 3.6863 0.04 0.04 0.09
H -3.8567 2.2476 2.7904 0.00 0.02 0.02
H -2.9024 -3.8092 -2.5299 0.01 -0.06 0.00
H -3.1967 -2.2665 -3.3585 0.02 -0.03 0.02
H -4.3170 -2.8016 -2.1230 0.01 -0.03 -0.04
S -1.7587 4.2702 -1.3373 -0.32 -0.73 -0.81
Sb -2.4160 2.5428 -2.6900 0.66 0.88 0.61
S -0.5084 1.1648 -2.0393 -0.18 -0.12 0.35
S -4.8407 0.9221 0.2151 -0.28 -0.26 0.23
C 4.7759 -1.6564 -0.6594 -0.09 0.58 0.14
Ge 4.2726 0.2351 -0.3382 -0.05 0.10 -0.13
C 4.4324 0.7261 1.5815 -0.06 -0.17 -0.57
C 5.3163 1.4676 -1.5020 -0.30 -0.42 0.40
C 2.3579 0.4744 -0.9218 0.64 0.11 -0.26
H 5.8237 -1.8134 -0.4218 0.14 -0.02 0.04
H 4.6214 -1.9175 -1.7028 -0.04 0.01 -0.12
H 4.1811 -2.3230 -0.0416 -0.10 -0.04 0.09
H 5.4685 0.6463 1.9015 0.10 -0.02 -0.02
H 3.8365 0.0566 2.1962 -0.09 -0.09 0.03
H 4.1021 1.7471 1.7550 -0.05 0.11 -0.05
H 6.3779 1.3860 -1.2940 0.17 -0.03 0.04
H 5.0144 2.4985 -1.3400 -0.07 0.10 0.07
H 5.1554 1.2282 -2.5492 -0.04 -0.07 -0.12
H 2.0368 -0.2799 -1.6412 0.14 0.02 -0.10
H 2.1648 1.4618 -1.3455 0.21 -0.08 -0.09
```
Positions in Å, forces in eV/Å.

Its strongest force on any atom is 0.0306 Eh/bohr. As for the spin multiplicity: 5. The value obtained for the LUMO energy (alpha / beta) is -0.031 / -0.082 Eh.

Here are the Mulliken charges for atoms 1 to 8, given in e: atom 1 (Ru): -0.81, atom 2 (C): -1.33, atom 3 (C): 1.26, atom 4 (N): -0.83, atom 5 (O): -0.27, atom 6 (B): 0.89, atom 7 (F): -0.19, atom 8 (F): 0.40